Record 1
DFT (ωB97M-V/def2-TZVPD) results for 2 unconnected molecules or ions with the total composition C3H7O3S2 in a non-equilibrium geometry.

```
! wB97M-V def2-TZVPD RIJCOSX def2/J DEFGRID3
* xyz -1 1
C 0.03 0.24 1.22
C -0.57 1.71 1.24
O -0.59 2.31 2.32
O -0.91 2.09 0.08
C -0.65 -0.52 0.12
S -0.55 -2.35 0.47
S -0.03 -3.22 -1.21
H 1.09 0.48 1.07
H -0.16 -0.24 2.19
H -1.71 -0.25 0.19
H -0.35 -0.28 -0.89
H 1.29 -3.27 -1.52
H 0.38 1.17 -1.34
H 1.79 1.27 -1.86
O 0.94 0.86 -2.08
*
```

As for the orbital gap: 0.2723 Eh. As for the HOMO energy: -4.53 eV. As for the relative energy (zero: lowest compared OMol25 entry of this formula, charge and spin): 79.3 kJ/mol. The LUMO energy is 2.878 eV.

=====

Record 2
DFT (ωB97M-V/def2-TZVPD) results for a molecular structure, C3H7O3Y in a non-equilibrium geometry.

```
! wB97M-V def2-TZVPD RIJCOSX def2/J DEFGRID3
* xyz 1 2
O 4.10 0.12 -0.61
Y 2.01 0.47 -0.48
O 0.70 -1.27 -0.30
C -0.73 -1.27 -0.40
C -1.28 -0.06 0.34
O -1.04 1.18 -0.24
C 0.21 1.81 0.16
H -1.10 -2.18 0.10
H -1.11 -1.30 -1.43
H -0.84 -0.08 1.36
H -2.36 -0.20 0.43
H 0.23 2.77 -0.39
H 0.16 2.09 1.23
H 1.05 -2.07 0.21
*
```

As for the orbital gap (spin up / spin down): 0.2736 / 0.2467 Eh. As for the HOMO energy (spin up / spin down): -12.65 / -12.57 eV. As for the relative energy (zero: lowest compared OMol25 entry of this formula, charge and spin): 274.1 kJ/mol. The LUMO energy (spin up / spin down) is -5.201 / -5.854 eV.

=====

Record 3
DFT (ωB97M-V/def2-TZVPD) results for a molecular structure, C3H7O4 in a non-equilibrium geometry.

```
! wB97M-V def2-TZVPD RIJCOSX def2/J DEFGRID3
* xyz -1 1
O -0.43 -0.41 -1.11
C 0.22 -0.52 -0.04
O 0.91 -1.46 0.39
C 0.55 0.80 0.63
C 0.71 1.94 -0.18
O -1.00 2.84 1.83
H -0.44 1.64 0.12
H 0.67 0.77 1.71
H 0.83 1.87 -1.25
H 1.00 2.83 0.36
H -1.57 3.30 2.45
H -0.31 -2.20 -1.70
H 0.10 -3.26 -0.78
O -0.55 -3.15 -1.51
*
```

As for the orbital gap: 0.2609 Eh. As for the HOMO energy: -4.10 eV. As for the relative energy (zero: lowest compared OMol25 entry of this formula, charge and spin): 385.1 kJ/mol. The LUMO energy is 2.999 eV.